No. 1
The following is a DFT calculation (ωB97M-V/def2-TZVPD) of the ion C2H3O3S2 with charge -1.

SMILES string: O=C([O-])[C@H](O)SS
net charge: -1
frontier orbital gap: 7.375 eV
HOMO energy: -4.22 eV
LUMO level: 3.157 eV

Element x y z (Å)
O1 -1.980 0.235 -0.639
C1 -1.458 0.477 0.449
O2 -1.918 0.849 1.502
C2 0.130 0.253 0.278
O3 0.357 0.429 -1.104
S1 0.486 -1.304 0.868
S2 2.250 -1.792 -0.052
H1 0.631 1.034 0.881
H2 -0.636 0.486 -1.454
H3 2.138 -0.669 -0.729

Forces on atoms 1 to 6 (eV/Å):
-1.71 0.07 -1.58
1.55 -0.48 -0.24
-0.43 0.36 1.60
-0.72 3.06 -0.87
-0.66 0.35 -0.27
-0.81 -2.61 1.58



No. 2
The following is a DFT calculation (ωB97M-V/def2-TZVPD) of a cluster of 2 separate species, C4H10O2 in total.

SMILES string: CCC(=O)CO.[H][H]
frontier orbital gap: 11.194 eV
HOMO energy: -10.27 eV
LUMO level: 0.920 eV

Element x y z (Å)
C1 0.718 -0.657 2.096
C2 0.537 -0.928 0.608
C3 0.259 0.332 -0.174
O1 0.191 1.426 0.351
C4 0.071 0.248 -1.684
O2 -0.389 1.470 -2.175
H1 1.022 -1.565 2.624
H2 1.476 0.114 2.257
H3 -0.214 -0.293 2.539
H4 1.426 -1.405 0.173
H5 -0.290 -1.629 0.426
H6 -0.637 -0.556 -1.928
H7 1.040 -0.028 -2.133
H8 -0.272 2.090 -1.431
H9 -2.628 0.476 -0.515
H10 -2.311 0.904 -1.036

Forces on atoms 1 to 6 (eV/Å):
0.02 -0.01 0.07
0.01 -0.01 -0.02
0.02 0.27 0.10
0.02 -0.42 -0.17
0.06 -0.22 0.10
0.13 0.16 0.00



No. 3
The following is a DFT calculation (ωB97M-V/def2-TZVPD) of a structure of composition C17H22BF6N7O4PdS2.

multiplicity: 5
net charge: +2
frontier orbital gap (spin up / spin down): 9.034 / 4.440 eV
HOMO energy (spin up / spin down): -14.77 / -14.74 eV
LUMO level (spin up / spin down): -5.740 / -10.296 eV

Element x y z (Å)
Pd1 0.321 -0.115 -0.094
C1 -0.976 2.141 -2.744
C2 -1.928 1.171 -2.158
C3 -3.274 0.913 -2.456
C4 -3.669 -0.114 -1.585
C5 -4.990 -0.760 -1.495
N1 -2.611 -0.430 -0.819
N2 -1.558 0.350 -1.180
B1 -2.483 -1.503 0.291
N3 -1.994 -0.755 1.556
N4 -1.288 0.359 1.355
C6 -1.035 0.957 2.532
C7 -0.325 2.246 2.560
C8 -1.620 0.177 3.538
C9 -2.212 -0.909 2.884
C10 -2.904 -2.050 3.503
N5 -1.407 -2.498 -0.231
N6 -0.464 -1.990 -1.061
C11 0.226 -2.978 -1.613
C12 1.278 -2.731 -2.607
C13 -0.309 -4.199 -1.122
C14 -1.334 -3.840 -0.242
C15 -2.198 -4.743 0.541
H1 -1.396 2.624 -3.625
H2 -0.047 1.634 -3.020
H3 -0.732 2.915 -2.015
H4 -3.881 1.393 -3.197
H5 -5.671 -0.323 -2.218
H6 -5.412 -0.644 -0.497
H7 -4.910 -1.829 -1.691
H8 -3.501 -2.051 0.496
H9 0.118 2.441 1.578
H10 0.454 2.251 3.319
H11 -1.021 3.053 2.806
H12 -1.617 0.374 4.592
H13 -3.269 -1.776 4.490
H14 -2.193 -2.870 3.635
H15 -3.728 -2.407 2.892
H16 1.379 -1.657 -2.779
H17 1.056 -3.251 -3.542
H18 2.231 -3.124 -2.245
H19 0.037 -5.186 -1.351
H20 -1.916 -5.775 0.352
H21 -3.246 -4.615 0.276
H22 -2.095 -4.540 1.605
F1 4.546 1.612 -0.422
C16 4.628 0.576 0.396
F2 5.413 -0.345 -0.124
F3 5.085 0.960 1.567
S1 2.904 -0.138 0.591
O1 2.029 0.917 1.070
O2 2.431 -0.578 -0.713
N7 3.086 -1.325 1.592
S2 1.841 -2.290 1.599
O3 1.769 -3.205 0.511
O4 0.614 -1.515 1.758
C17 1.887 -3.282 3.198
F4 2.830 -4.190 3.219
F5 1.999 -2.467 4.228
F6 0.692 -3.878 3.255

Forces on atoms 1 to 6 (eV/Å):
-1.73 -0.02 0.18
0.17 0.13 -0.08
-0.97 0.48 -0.71
1.60 1.34 -0.65
-0.11 -1.52 1.58
0.05 0.17 -0.16



Record order is preserved below.
Calculated total energy: -1100.1662 -308.8449 -2892.8712 Eh
Record order is preserved below.
Relative energy (zero: lowest compared OMol25 entry of this formula, charge and spin): 0.792 1.450 1.179 eV